Record 1
Computed, not measured: a cluster of 3 separate species, C15H40BN2O3P2S in total, with ωB97M-V with the def2-TZVPD basis set.

Last column: Mulliken charge in e.
CARTESIAN COORDINATES (ANGSTROEM)
C -4.94 0.23 -2.00  -1.2395
P -3.50 1.29 -2.44  -0.1893
O -3.31 2.08 -0.96  -0.2455
C -2.16 0.02 -2.27  0.1629
C -1.08 0.25 -1.17  0.1845
O 0.11 -0.21 -1.74  -0.6449
B -0.23 -0.80 -3.04  0.9672
P 1.24 -0.57 -4.34  0.0397
S 2.89 -1.65 -4.12  -0.5119
O -1.43 -0.04 -3.47  -0.6772
H -5.21 -0.37 -2.87  0.3770
H -4.74 -0.44 -1.16  0.3413
H -5.81 0.85 -1.76  0.3920
H -4.14 2.48 -0.68  0.2465
H -2.62 -0.96 -2.08  0.1548
H -1.35 -0.31 -0.26  0.2291
H -0.99 1.31 -0.89  -0.3216
H -0.43 -2.02 -3.04  -0.2520
H 0.62 -0.78 -5.59  -0.0228
H 1.55 0.80 -4.54  -0.0059
C 2.10 -3.92 -1.30  -1.3395
C 3.31 -4.83 -1.38  -0.3430
N 4.11 -4.85 -0.17  0.1281
C 5.41 -5.46 -0.33  -0.7143
C 5.47 -6.96 -0.65  -0.9818
C 3.40 -5.16 1.06  -0.7292
C 2.63 -6.49 1.12  -0.9599
H 2.39 -2.90 -1.03  0.3253
H 1.62 -3.85 -2.28  0.3736
H 1.35 -4.28 -0.59  0.3147
H 3.96 -4.47 -2.19  0.4307
H 2.98 -5.84 -1.68  0.2000
H 5.98 -5.27 0.59  0.3593
H 5.92 -4.92 -1.13  0.4045
H 5.20 -7.58 0.21  0.2137
H 6.48 -7.24 -0.95  0.4044
H 4.80 -7.21 -1.47  0.2736
H 2.68 -4.35 1.24  0.3746
H 4.12 -5.12 1.87  0.3618
H 2.03 -6.63 0.22  0.2566
H 1.95 -6.49 1.97  0.3710
H 3.29 -7.35 1.22  0.2551
C -2.79 5.58 4.83  -1.4314
C -2.17 4.83 3.67  -0.3330
N -2.80 5.13 2.40  0.1275
C -2.44 4.20 1.33  -0.5406
C -0.98 4.16 0.86  -0.5349
C -2.83 6.54 2.03  -0.6782
C -1.50 7.30 1.98  -0.9659
H -3.87 5.42 4.85  0.3296
H -2.37 5.23 5.77  0.4354
H -2.60 6.66 4.78  0.2894
H -2.29 3.76 3.83  0.4440
H -1.08 5.02 3.67  0.2738
H -3.08 4.42 0.48  0.2065
H -2.71 3.20 1.68  0.3674
H -0.72 5.04 0.27  0.2029
H -0.84 3.29 0.23  -0.0510
H -0.29 4.09 1.70  0.2746
H -3.49 7.06 2.73  0.3761
H -3.32 6.60 1.05  0.3633
H -0.90 7.11 2.88  0.2421
H -1.68 8.37 1.93  0.3778
H -0.89 7.02 1.12  0.2607

Its HOMO-LUMO gap is 6.8 eV. The HOMO energy is -0.1562 hartree. The calculation puts the LUMO energy at 0.0922 Eh. Its spin multiplicity is 1. As for the net charge: -1.

Record 2
Computed, not measured: the ion C3H8N3 with charge +1 in a non-equilibrium geometry, with ωB97M-V with the def2-TZVPD basis set.

Last column: Mulliken charge in e.
CARTESIAN COORDINATES (ANGSTROEM)
C 1.42 0.58 0.34  -0.8949
N 0.26 0.56 -0.49  0.2867
C -0.39 -0.85 -0.41  -0.4159
N -1.78 -0.58 -0.07  -0.1569
C -1.84 0.71 0.29  0.0516
N -0.76 1.45 0.05  -0.7019
H 2.02 1.61 0.32  0.2881
H 1.45 0.29 1.39  0.3213
H 2.07 -0.11 -0.24  0.4542
H 0.48 0.72 -1.46  0.4233
H 0.16 -1.53 0.31  0.3437
H -0.20 -1.09 -1.56  0.3082
H -2.47 -1.29 0.21  0.2749
H -2.57 1.22 0.89  0.4176

Its HOMO-LUMO gap is 11.0 eV. The HOMO energy is -0.5310 hartree. The SMILES is C[N@H+]1CNC=N1. The calculation puts the LUMO energy at -0.1250 Eh. Its spin multiplicity is 1. As for the net charge: +1. For the energy above the lowest of the compared OMol25 structures with the same formula, charge and spin, the calculation gives 319.6 kJ/mol.

Record 3
Computed, not measured: an isolated molecule of C5H7NO, with ωB97M-V with the def2-TZVPD basis set.

Last column: Mulliken charge in e.
CARTESIAN COORDINATES (ANGSTROEM)
C -2.10 0.18 0.41  -1.1813
C -0.77 0.47 -0.22  -0.2048
N 0.19 -0.85 -0.03  -0.1493
C 0.43 0.44 0.66  -0.1429
C 1.64 0.70 -0.25  -0.4009
C 1.15 -0.51 -1.06  0.3865
O 1.41 -1.08 -2.07  -0.5048
H -2.62 1.14 0.50  0.3109
H -2.11 -0.31 1.41  0.3665
H -2.70 -0.44 -0.27  0.3150
H -0.11 -1.74 0.36  0.2588
H 0.48 0.45 1.75  0.3784
H 2.61 0.47 0.18  0.2717
H 1.64 1.66 -0.77  0.2963

Its HOMO-LUMO gap is 8.5 eV. The HOMO energy is -0.2819 hartree. The calculation puts the LUMO energy at 0.0300 Eh. Its spin multiplicity is 1. For the energy above the lowest of the compared OMol25 structures with the same formula, charge and spin, the calculation gives 409.1 kJ/mol.

Record 4
Computed, not measured: a structure of composition C42H53BaClN3O2P2, with ωB97M-V with the def2-TZVPD basis set.

Last column: Mulliken charge in e.
CARTESIAN COORDINATES (ANGSTROEM)
Ba -1.07 0.46 0.59  1.8001
C -1.87 -2.32 2.47  -1.4218
C -1.02 -3.44 1.84  0.6873
C -0.60 -4.39 2.96  -2.0256
P 0.17 -2.62 0.64  0.5557
C 0.90 -3.97 -0.40  0.3837
C 2.09 -3.36 -1.16  -1.1460
C 1.32 -5.26 0.29  -1.5016
C 1.57 -1.95 1.61  1.1716
C 2.08 -2.55 2.77  -0.4780
C 3.07 -1.98 3.54  0.4006
C 3.54 -2.63 4.82  -1.7775
C 3.57 -0.75 3.12  -0.8709
C 3.13 -0.15 1.97  -0.2076
C 2.13 -0.73 1.15  -1.0348
N 1.69 -0.10 0.00  0.5192
C 2.61 0.42 -0.86  -2.2037
C 3.97 -0.03 -0.90  0.0524
C 4.90 0.48 -1.77  -1.0759
C 4.57 1.47 -2.70  0.4603
C 5.58 2.02 -3.67  -1.7016
C 3.25 1.88 -2.72  0.0247
C 2.27 1.39 -1.85  1.1273
P 0.53 1.89 -1.99  0.1396
C 0.47 3.72 -2.36  0.4756
C 1.31 4.45 -1.30  -1.4772
C 0.74 4.27 -3.76  -1.5705
C -0.02 0.98 -3.52  0.5588
C 0.88 1.05 -4.75  -1.6862
C -0.19 -0.49 -3.12  -1.2376
H -2.57 -2.74 3.20  0.5858
H -2.46 -1.77 1.73  0.1289
H -1.23 -1.62 3.02  0.2356
H -1.66 -3.99 1.14  0.5059
H -0.20 -3.83 3.81  0.4181
H 0.14 -5.13 2.66  0.3622
H -1.48 -4.93 3.32  0.4728
H 0.11 -4.19 -1.13  0.6224
H 2.93 -3.20 -0.47  0.2630
H 1.84 -2.39 -1.59  -0.2182
H 2.42 -4.03 -1.95  0.5560
H 2.02 -5.06 1.10  0.1717
H 1.82 -5.92 -0.43  0.4844
H 0.46 -5.80 0.69  0.3344
H 1.68 -3.51 3.08  0.2500
H 3.28 -3.69 4.84  0.3759
H 3.09 -2.15 5.69  0.3049
H 4.63 -2.54 4.92  0.3971
H 4.33 -0.25 3.73  0.3407
H 3.54 0.81 1.67  0.5817
H 4.27 -0.80 -0.20  0.3284
H 5.91 0.10 -1.74  0.3440
H 6.58 2.03 -3.23  0.3965
H 5.33 3.04 -3.96  0.3739
H 5.63 1.42 -4.59  0.2857
H 2.96 2.63 -3.45  0.0717
H -0.58 3.94 -2.14  0.4564
H 2.37 4.29 -1.48  0.2616
H 1.09 4.08 -0.30  0.2892
H 1.11 5.52 -1.32  0.4459
H 1.77 4.12 -4.08  0.2035
H 0.55 5.34 -3.76  0.5087
H 0.08 3.82 -4.50  0.2988
H -1.02 1.39 -3.75  0.7183
H 1.83 0.57 -4.55  0.2928
H 1.07 2.06 -5.10  0.3277
H 0.40 0.51 -5.58  0.4612
H 0.77 -0.90 -2.80  0.1059
H -0.55 -1.07 -3.97  0.5593
H -0.91 -0.62 -2.31  -0.1307
Cl -3.38 0.47 -2.09  -0.2774
C -3.32 -0.85 -0.74  -0.9716
H -3.40 -1.78 -1.31  0.2500
H -4.29 -0.71 -0.26  0.2575
O 0.21 1.19 5.14  -0.7507
C -0.80 1.57 4.59  0.0013
N -1.77 2.38 5.23  -0.1532
C -2.98 2.43 4.43  3.2205
C -2.45 1.78 3.13  -0.0626
O -3.12 1.69 2.09  -0.9007
N -1.21 1.31 3.30  -0.4406
C -4.08 1.59 5.06  -0.3472
C -4.26 0.25 4.71  -0.1023
C -5.21 -0.52 5.36  -0.7999
C -5.99 0.03 6.37  -0.4242
C -5.82 1.36 6.72  -0.7724
C -4.87 2.13 6.07  -0.2278
C -3.44 3.85 4.13  -0.8807
C -4.60 4.04 3.37  -0.1029
C -5.03 5.32 3.06  -0.8931
C -4.32 6.43 3.51  -0.3561
C -3.17 6.24 4.26  -0.8136
C -2.73 4.96 4.57  -0.4610
H -1.85 2.25 6.22  0.3001
H -3.67 -0.18 3.92  0.2943
H -5.34 -1.56 5.08  0.4366
H -6.73 -0.58 6.88  0.3868
H -6.43 1.80 7.50  0.3829
H -4.75 3.18 6.32  0.4074
H -5.14 3.18 3.01  0.4921
H -5.92 5.46 2.46  0.3895
H -4.66 7.43 3.27  0.3880
H -2.61 7.10 4.61  0.4007
H -1.83 4.81 5.14  0.4177

Its HOMO-LUMO gap is 6.3 eV. The HOMO energy is -0.1429 hartree. The calculation puts the LUMO energy at 0.0876 Eh. Its spin multiplicity is 1. As for the net charge: -1. For the energy above the lowest of the compared OMol25 structures with the same formula, charge and spin, the calculation gives 22.3 kJ/mol.

Record 5
Computed, not measured: a structure of composition C54H66BCsF4N3O9P3 in a non-equilibrium geometry, with ωB97M-V with the def2-TZVPD basis set.

Last column: Mulliken charge in e.
CARTESIAN COORDINATES (ANGSTROEM)
Cs 0.60 -0.68 1.33  2.1928
C -2.34 3.30 4.97  -1.9209
C -2.71 3.54 3.54  0.9954
C -3.85 4.25 3.20  -0.4456
C -4.22 4.43 1.87  -1.0102
C -3.42 3.88 0.88  -0.4996
C -2.25 3.18 1.18  0.0772
C -1.46 2.57 0.05  -1.7461
C -1.87 2.99 2.53  0.5656
N -0.84 2.18 2.96  0.2969
C 0.43 2.15 2.61  -1.4650
O 1.20 1.20 2.90  -0.9783
C 1.05 3.31 1.87  0.9794
C 1.10 4.58 2.44  -0.2778
C 1.74 5.59 1.74  -1.0484
C 2.25 5.31 0.49  -0.8190
C 2.09 4.04 -0.04  -0.1546
N 1.55 3.04 0.66  1.0479
C 2.43 3.83 -1.52  0.1363
O 3.36 4.55 -1.97  -0.8263
N 1.68 2.95 -2.13  0.3049
C 1.64 2.86 -3.51  -0.7522
C 1.20 3.92 -4.33  1.4644
C 0.85 5.25 -3.72  -1.2877
C 1.02 3.71 -5.70  -0.8410
C 1.27 2.47 -6.28  -1.0316
C 1.70 1.43 -5.47  -0.1458
C 1.88 1.60 -4.10  0.7849
C 2.31 0.45 -3.23  -0.6083
H -3.17 3.56 5.64  0.4236
H -2.06 2.25 5.11  0.3477
H -1.46 3.88 5.27  0.3215
H -4.47 4.66 3.99  0.3884
H -5.12 4.98 1.61  0.3602
H -3.69 4.00 -0.16  0.4550
H -2.10 2.37 -0.81  0.5790
H -0.64 3.20 -0.30  0.7864
H -0.99 1.63 0.37  -0.2334
H 0.64 4.75 3.41  0.4893
H 1.82 6.58 2.17  0.3958
H 2.74 6.06 -0.12  0.5399
H 0.09 5.12 -2.94  0.1663
H 1.73 5.68 -3.23  0.2241
H 0.48 5.94 -4.47  0.4228
H 0.67 4.53 -6.31  0.2794
H 1.13 2.33 -7.35  0.3649
H 1.91 0.46 -5.91  0.3788
H 2.63 -0.40 -3.83  0.1569
H 3.12 0.75 -2.57  0.1421
H 1.50 0.12 -2.56  0.0110
C -1.28 -0.59 -3.95  -1.4887
C -1.78 0.47 -3.00  1.7265
C -2.31 1.70 -3.69  -1.3329
O -2.86 -0.12 -2.20  -0.2738
P -2.52 -0.92 -0.87  -0.6446
O -1.08 -1.04 -0.59  -0.8347
C -3.54 -0.15 0.40  0.3056
P -3.09 -0.70 2.06  -0.4615
O -1.63 -0.78 2.22  -0.8680
O -3.71 0.35 3.06  0.2409
C -5.05 0.63 3.50  0.8777
C -6.07 0.51 2.38  -1.2713
C -5.37 -0.24 4.69  -1.5336
O -3.86 -2.07 2.24  -0.0037
C -3.13 -3.22 2.86  0.5992
C -4.17 -4.08 3.53  -1.5933
C -2.34 -3.96 1.80  -0.8310
O -3.17 -2.35 -1.10  0.0754
C -4.51 -2.51 -1.63  0.9118
C -5.30 -3.34 -0.64  -1.2661
C -4.39 -3.14 -2.99  -1.4404
H -0.45 -0.19 -4.54  0.2686
H -2.08 -0.89 -4.63  0.3866
H -0.93 -1.47 -3.41  0.3574
H -0.97 0.75 -2.32  -0.3015
H -3.06 1.42 -4.43  0.4364
H -1.48 2.20 -4.20  0.0542
H -2.75 2.40 -2.98  0.3113
H -4.59 -0.34 0.18  0.9860
H -3.35 0.93 0.38  -0.4280
H -4.99 1.67 3.80  0.2605
H -6.10 -0.50 1.98  0.1056
H -5.86 1.22 1.58  0.2332
H -7.06 0.74 2.79  0.5473
H -5.53 -1.28 4.38  0.1416
H -6.27 0.12 5.19  0.4804
H -4.54 -0.22 5.40  0.3508
H -2.44 -2.83 3.61  0.5084
H -4.86 -4.49 2.79  0.3231
H -4.74 -3.52 4.27  0.3618
H -3.65 -4.90 4.04  0.3702
H -3.01 -4.54 1.16  0.1247
H -1.63 -4.62 2.29  0.4011
H -1.77 -3.26 1.18  -0.1089
H -4.97 -1.53 -1.74  0.2957
H -4.90 -4.36 -0.60  0.3102
H -6.35 -3.39 -0.96  0.4441
H -5.24 -2.92 0.36  0.1206
H -3.84 -4.09 -2.91  0.3089
H -3.84 -2.49 -3.67  0.2283
H -5.38 -3.34 -3.41  0.3946
O 2.72 -1.93 0.16  0.0175
P 4.17 -1.89 -0.22  0.6886
C 4.45 -2.29 -1.96  0.4786
C 5.26 -1.54 -2.80  -0.1216
C 5.41 -1.92 -4.13  -0.6883
C 4.75 -3.03 -4.62  -0.4413
C 3.92 -3.77 -3.79  -0.6541
C 3.77 -3.40 -2.46  -0.6383
C 5.00 -0.32 0.09  -0.0383
C 4.26 0.84 0.31  0.1028
C 4.91 2.05 0.48  -0.3376
C 6.29 2.11 0.44  -0.9511
C 7.04 0.96 0.25  -0.6244
C 6.40 -0.26 0.07  -0.4527
C 5.11 -3.14 0.69  0.6165
C 4.65 -3.44 1.97  -0.7958
C 5.32 -4.38 2.75  -0.7111
C 6.46 -5.00 2.25  -0.4606
C 6.92 -4.70 0.97  -0.7084
C 6.24 -3.78 0.19  -0.3353
H 5.76 -0.65 -2.43  0.3313
H 6.03 -1.32 -4.79  0.3935
H 4.86 -3.31 -5.66  0.3522
H 3.39 -4.63 -4.17  0.3959
H 3.11 -3.96 -1.81  0.4011
H 3.17 0.83 0.35  0.3973
H 4.33 2.95 0.64  0.3569
H 6.79 3.07 0.57  0.3997
H 8.12 1.00 0.23  0.3864
H 6.99 -1.16 -0.07  0.3689
H 3.75 -2.98 2.34  0.5474
H 4.94 -4.62 3.73  0.4577
H 6.98 -5.73 2.85  0.3576
H 7.80 -5.20 0.58  0.3833
H 6.58 -3.57 -0.82  0.3665
F 0.66 -5.36 5.91  -0.3895
B -0.20 -5.39 4.78  0.5707
F -1.33 -4.55 5.02  -0.3634
F -0.66 -6.72 4.56  -0.4216
F 0.49 -4.92 3.63  -0.3906

Its HOMO-LUMO gap is 6.1 eV. The HOMO energy is -0.0999 hartree. The calculation puts the LUMO energy at 0.1254 Eh. Its spin multiplicity is 1. As for the net charge: -2. For the energy above the lowest of the compared OMol25 structures with the same formula, charge and spin, the calculation gives 0.0 kJ/mol.

Record 6
Computed, not measured: a structure of composition C8H10Cl2FNO15V2 in a non-equilibrium geometry, with ωB97M-V with the def2-TZVPD basis set.

Last column: Mulliken charge in e.
CARTESIAN COORDINATES (ANGSTROEM)
O 25.12 -0.15 31.96  -0.6629
V 25.25 -1.75 32.01  1.0137
O 23.99 -2.40 32.79  -0.8367
O 26.67 0.68 29.72  -0.8343
V 27.27 -0.41 28.69  1.2875
O 26.32 -0.35 27.34  -0.9452
C 26.91 -3.24 30.51  1.0891
O 26.33 -3.67 31.56  -0.6592
O 26.46 -2.18 29.98  -0.4263
O 28.03 -3.71 30.17  -0.3229
C 29.87 -1.28 28.81  1.1998
O 28.91 -1.71 28.07  -0.5917
O 30.83 -2.07 28.98  -0.5480
O 29.63 -0.20 29.39  -0.6023
C 24.97 -2.79 26.62  -0.5636
N 24.26 -3.99 26.09  0.9247
O 24.80 -5.07 26.27  -0.5664
O 23.19 -3.83 25.54  -0.5718
H 26.00 -2.81 26.29  0.2813
H 24.95 -2.75 27.71  0.1436
H 24.56 -1.93 26.10  0.2906
C 27.29 3.16 26.99  -0.3110
C 28.09 4.02 26.04  0.3904
O 29.39 3.55 26.24  -0.3578
C 29.45 2.83 27.40  0.5163
O 30.43 2.37 27.86  -0.4886
O 28.22 2.73 27.95  -0.1664
F 28.04 5.34 26.50  -0.3209
H 26.87 2.29 26.47  0.1625
H 26.43 3.54 27.54  0.1761
H 27.70 4.00 25.03  0.3142
Cl 25.57 5.34 29.70  -0.2294
C 25.65 3.92 30.75  0.1463
C 24.34 3.44 31.32  -0.3496
Cl 23.08 4.67 31.72  -0.2490
H 26.34 4.25 31.54  0.2586
H 26.26 3.15 30.28  -0.1172
H 24.39 2.70 32.11  0.3056
H 23.89 2.84 30.52  0.2207

Its HOMO-LUMO gap (spin up / spin down) is 5.5 / 5.5 eV. The HOMO energy (spin up / spin down) is -0.0496 / -0.1242 hartree. The expectation value of S² is 12.052. The calculation puts the LUMO energy (spin up / spin down) at 0.1542 / 0.0789 Eh. Its spin multiplicity is 7. As for the net charge: -2.